[1]
82
Properties=species:S:1:pos:R:3:lowdin_charge:R:1 method="wB97M-V/def2-TZVPD" homo_ha=-0.30013 gap_ev=7.906 smiles="CC(C)CC1=C(CCCSC(=S)N2CCOCC2)C(=O)OC1=O.O=C1CCCO1.O=C1CCCO1.O=C1CCCO1" total_charge=0 lumo_ev=-0.3 molar_mass_g_mol=615.767
C 7.5394 -3.1209 3.0373 -0.072
C 6.9051 -2.4019 1.8295 -0.383
C 6.4116 -3.4607 0.8339 -0.065
C 5.7530 -1.4583 2.2481 -0.089
C 4.4842 -2.1791 2.5780 -0.088
C 3.3706 -2.2164 1.8344 -0.107
C 3.0363 -1.6003 0.5323 -0.092
C 2.5766 -0.1079 0.5941 -0.226
C 2.4448 0.5010 1.9716 -0.445
S 1.0897 -0.0784 3.0459 0.960
C -0.3239 -0.2013 1.9949 -1.045
S -0.5675 0.8325 0.7427 0.704
N -1.2666 -1.1735 2.2732 -0.164
C -1.4617 -2.1183 1.1457 -0.142
C -2.2364 -3.3724 1.5270 -0.183
O -1.9453 -3.8883 2.8055 -0.118
C -2.1913 -2.8742 3.7562 -0.189
C -1.1237 -1.8180 3.5828 -0.199
C 2.3975 -3.1029 2.5518 -0.409
O 1.4202 -3.6138 2.0550 0.153
O 2.8505 -3.3021 3.8238 0.139
C 4.2229 -2.9797 3.8051 -0.326
O 4.9597 -3.3452 4.6900 0.158
H 7.0105 -4.0454 3.2326 0.066
H 7.4934 -2.4777 3.9087 0.073
H 8.5701 -3.3965 2.8340 0.076
H 7.6900 -1.8502 1.3182 0.127
H 5.9511 -4.3017 1.3457 0.080
H 7.2235 -3.8419 0.2233 0.081
H 5.6469 -3.0566 0.1746 0.066
H 6.0657 -0.8257 3.0737 0.128
H 5.5389 -0.8548 1.3697 0.119
H 3.9039 -1.6506 -0.1179 0.108
H 2.2600 -2.1907 0.0543 0.122
H 3.3415 0.4763 0.0892 0.095
H 1.6866 -0.0037 -0.0078 0.046
H 2.3511 1.5778 1.8826 0.054
H 3.3491 0.3140 2.5428 0.073
H -0.5316 -2.3611 0.6396 0.114
H -2.0658 -1.6081 0.4016 0.091
H -2.0357 -4.1579 0.8075 0.132
H -3.3106 -3.1691 1.4623 0.122
H -3.1927 -2.4563 3.6299 0.128
H -2.0803 -3.3380 4.7298 0.129
H -0.1707 -2.3222 3.7236 0.092
H -1.2869 -1.0648 4.3517 0.123
O -1.3951 -1.3893 -2.3788 0.107
C -2.4998 -0.9601 -2.5345 -0.502
O -3.5940 -1.7516 -2.6372 0.020
C -4.7545 -0.9477 -2.9282 -0.152
C -4.4077 0.4562 -2.4550 -0.151
C -2.8969 0.4941 -2.6884 -0.070
H -4.9385 -0.9903 -4.0049 0.124
H -5.6114 -1.3709 -2.4089 0.122
H -4.9674 1.2409 -2.9689 0.082
H -4.6158 0.5481 -1.3880 0.123
H -2.6478 0.8205 -3.6997 0.131
H -2.3851 1.1096 -1.9540 0.101
O -6.4853 2.6306 -2.7073 0.111
C -7.0914 3.0457 -3.6514 -0.476
O -6.4820 3.4075 -4.8027 0.030
C -7.4416 3.9650 -5.7196 -0.152
C -8.7884 3.4153 -5.2692 -0.153
C -8.5847 3.2836 -3.7607 -0.071
H -7.3916 5.0533 -5.6492 0.127
H -7.1777 3.6662 -6.7307 0.124
H -9.6260 4.0483 -5.5537 0.116
H -8.9495 2.4287 -5.7053 0.118
H -8.8272 4.2050 -3.2297 0.132
H -9.1367 2.4531 -3.3311 0.126
O 3.4958 2.3855 -1.5229 0.124
C 3.0110 3.3400 -0.9954 -0.483
O 3.0291 3.5168 0.3487 0.007
C 2.2727 4.6873 0.7065 -0.151
C 2.2449 5.5436 -0.5530 -0.152
C 2.2655 4.4840 -1.6534 -0.069
H 1.2749 4.3696 1.0167 0.126
H 2.7611 5.1803 1.5435 0.125
H 1.3895 6.2144 -0.5947 0.115
H 3.1505 6.1493 -0.6091 0.117
H 1.2629 4.1392 -1.9097 0.133
H 2.7845 4.8130 -2.5486 0.125

[2]
79
Properties=species:S:1:pos:R:3:mulliken_spin:R:1 method="wB97M-V/def2-TZVPD" homo_ha="-0.00548 / -0.24240" gap_ev="2.329 / 8.773" spin_multiplicity=2 total_charge=-1 lumo_ev="2.2 / 2.2" molar_mass_g_mol=730.475
C 0.9816 0.4683 2.2633 0.343
C 1.0803 -0.6060 1.2590 -0.098
O -0.2552 -0.9029 1.0941 -0.025
C -1.0559 0.0932 1.3792 0.194
O -2.2750 0.1862 1.3014 -0.028
O -0.3923 0.9361 2.1452 -0.167
F 1.7308 -1.6871 1.7844 -0.007
H 1.7139 1.2754 2.2454 -0.038
H 1.0647 0.1438 3.3005 0.113
H 1.5704 -0.1460 0.4009 0.016
C -0.8937 4.2313 1.3290 0.094
C -2.2231 3.7360 0.7131 -0.041
O -2.0281 3.4175 -0.5801 -0.002
C -0.7248 3.4049 -0.8560 -0.018
O -0.1465 3.1991 -1.9457 -0.005
O -0.0486 3.7503 0.2811 -0.047
F -2.9914 4.7825 0.7271 -0.006
H -0.6388 3.8510 2.3181 0.060
H -0.9035 5.3143 1.4519 0.024
H -2.7622 2.8873 1.1342 -0.003
C 4.6384 3.5830 -0.2374 0.082
C 3.1429 3.4464 -0.2393 0.048
O 3.0392 1.9968 -0.0650 -0.037
C 4.1418 1.5914 0.5463 0.035
O 4.1256 0.6461 1.2819 0.006
O 5.1029 2.4598 0.4329 -0.040
F 2.7211 3.7366 -1.5128 0.001
H 4.8046 4.4762 0.3648 -0.015
H 5.0585 3.6845 -1.2381 -0.010
H 2.6370 4.0359 0.5252 0.010
C 2.5937 2.1833 5.4331 0.214
C 3.9719 2.4464 4.8359 -0.017
O 3.6702 3.0000 3.5484 -0.264
C 2.4355 3.5200 3.6094 1.564
O 2.0589 4.4609 2.8624 -0.352
O 1.8364 3.1640 4.8056 -0.573
F 4.6370 1.2476 4.6669 0.002
H 2.4985 2.2124 6.5185 0.024
H 2.2759 1.1710 5.1836 -0.041
H 4.5182 3.1476 5.4667 0.001
C -5.2502 -0.9468 -0.4068 0.000
C -5.1821 0.5387 -0.8693 0.002
C -4.1120 0.7712 -1.8168 0.002
O -4.5407 1.6048 -2.8521 0.000
C -5.8055 1.9293 -2.6630 -0.001
O -6.5217 2.8072 -3.1685 0.000
O -6.3147 1.0231 -1.6746 -0.001
H -4.5152 -1.2512 0.3383 0.000
H -5.1315 -1.6190 -1.2566 0.000
H -6.2145 -1.1598 0.0546 0.000
H -5.1689 1.1079 0.0602 0.001
H -3.8234 -0.1846 -2.2540 0.000
H -3.2861 1.2452 -1.2863 0.001
C -2.9859 -4.3911 1.0074 0.002
C -1.7801 -3.8998 0.2170 -0.006
C -0.4590 -4.2483 1.0477 0.002
O 0.3002 -4.9733 0.1517 -0.002
C -0.3411 -5.0658 -1.0906 -0.002
O 0.2040 -5.5280 -2.0831 0.000
O -1.5758 -4.4872 -1.0215 0.001
H -3.3225 -3.7818 1.8462 -0.001
H -2.9940 -5.4283 1.3423 0.000
H -3.7327 -4.2906 0.2198 0.001
H -1.9012 -2.8249 0.0831 0.003
H -0.9005 -4.7384 1.9154 0.001
H -0.1121 -3.3172 1.4957 0.002
C 1.5123 -3.6266 -5.8237 0.000
C 1.7570 -3.9154 -4.3629 0.000
C 2.9852 -3.2808 -3.8731 0.000
O 2.6304 -2.3895 -2.8407 -0.002
C 1.3615 -2.4224 -2.6348 0.003
O 0.7747 -1.7701 -1.7788 -0.001
O 0.7866 -3.2286 -3.5960 -0.001
H 1.5840 -2.6746 -6.3496 0.000
H 0.5134 -3.9343 -6.1330 0.000
H 2.0105 -4.3658 -6.4509 0.000
H 1.6857 -4.8964 -3.8932 0.000
H 3.5691 -2.8461 -4.6844 0.000
H 3.5863 -4.0859 -3.4505 0.000

[3]
9
Properties=species:S:1:pos:R:3:nbo_charge:R:1 method="wB97M-V/def2-TZVPD" homo_ha="-0.59333 / -0.59336" gap_ev="9.495 / 9.493" total_charge=+1 de_lowest_ev=5.431 lumo_ev="-6.7 / -6.7" molar_mass_g_mol=70.071
C -0.1361 1.0703 0.0700 0.475
C 1.3460 -0.4526 -0.0325 0.411
C -0.7489 -0.3014 0.0191 -0.447
N 0.3424 -1.1859 -0.0078 -0.404
O 1.1254 0.9145 0.0045 -0.350
H -0.6073 2.0617 0.3110 0.277
H 3.0136 -1.5975 -0.0273 0.331
H -1.4495 -0.3753 0.9110 0.343
H -1.5633 -0.7129 -0.6482 0.364

[4]
86
Properties=species:S:1:pos:R:3:nbo_charge:R:1 method="wB97M-V/def2-TZVPD" homo_ha=-0.59471 gap_ev=5.912 total_charge=+3 de_lowest_ev=0.604 lumo_ev=-10.3 molar_mass_g_mol=966.264
Ti 0.5210 0.1778 -0.2908 0.673
C -1.6026 0.0205 4.5779 -0.662
C -0.9666 0.6386 3.3787 0.081
C 0.4210 0.5962 3.1862 -0.117
C 1.0216 1.2744 2.1373 -0.234
C 0.2361 1.9922 1.2133 -0.464
C -1.1622 1.9994 1.3787 -0.124
C -1.7462 1.3322 2.4412 -0.195
H -1.9771 0.8125 5.2317 0.271
H -0.9037 -0.5863 5.1480 0.243
H -2.4661 -0.5847 4.2984 0.250
H 1.0397 0.0804 3.9105 0.243
H 2.1014 1.3596 2.1089 0.258
H 0.7025 2.7518 0.5928 0.282
H -1.7805 2.5845 0.7095 0.243
H -2.8179 1.3968 2.5851 0.256
Se -1.1120 -1.3697 0.7081 -0.136
P -0.4483 -2.7455 -0.9115 1.081
Se 0.7612 -1.3931 -2.2124 -0.095
C -1.9214 -3.4734 -1.6346 -0.366
C -2.5613 -4.4024 -0.8088 -0.199
C -3.7146 -5.0137 -1.2648 -0.182
C -4.2179 -4.6948 -2.5219 -0.140
C -3.5783 -3.7621 -3.3262 -0.177
C -2.4215 -3.1366 -2.8864 -0.208
C 0.6038 -4.1074 -0.3747 -0.363
C 0.9184 -4.3526 0.9572 -0.219
C 1.7065 -5.4505 1.2675 -0.196
C 2.1584 -6.2908 0.2587 -0.145
C 1.8051 -6.0600 -1.0664 -0.168
C 1.0270 -4.9629 -1.3934 -0.214
H -2.1625 -4.6494 0.1689 0.229
H -4.2193 -5.7422 -0.6451 0.250
H -5.1125 -5.1862 -2.8801 0.250
H -3.9789 -3.5239 -4.3021 0.245
H -1.9143 -2.4101 -3.5097 0.230
H 0.5361 -3.7120 1.7442 0.222
H 1.9583 -5.6568 2.2991 0.246
H 2.7822 -7.1387 0.5079 0.251
H 2.1272 -6.7417 -1.8418 0.250
H 0.7422 -4.7790 -2.4236 0.235
Br 2.7788 -1.5589 0.8588 0.229
C 4.0177 -0.7263 -0.3655 -0.499
Br 3.2802 0.9999 -0.8107 0.227
H 4.0790 -1.3154 -1.2729 0.262
H 4.9773 -0.5947 0.1202 0.277
C -2.9153 1.3818 -4.7708 -0.614
C -2.5202 2.8574 -4.8043 -0.401
C -3.3458 3.7332 -3.8620 -0.411
C -3.0297 3.5553 -2.3687 -0.222
N -1.7490 4.1640 -1.9931 -0.317
C -0.5595 3.5687 -1.8120 0.270
Se -0.2989 1.6947 -2.0854 0.079
N 0.3735 4.5035 -1.5598 -0.345
C 1.8123 4.3237 -1.4396 -0.208
C 2.5638 4.7495 -2.7011 -0.414
C 2.2227 3.9003 -3.9248 -0.397
C 3.1116 4.2613 -5.1124 -0.604
C -0.2347 5.7510 -1.5712 0.171
C 0.2756 7.0281 -1.3548 -0.229
C -0.6228 8.0701 -1.4402 -0.161
C -1.9823 7.8530 -1.7203 -0.162
C -2.4912 6.5884 -1.9231 -0.208
C -1.5849 5.5337 -1.8463 0.098
H -2.3002 0.8154 -5.4708 0.226
H -3.9590 1.2626 -5.0624 0.227
H -2.7879 0.9410 -3.7792 0.179
H -2.6598 3.2278 -5.8201 0.240
H -1.4532 2.9690 -4.5795 0.180
H -4.4047 3.5055 -3.9977 0.237
H -3.2050 4.7850 -4.1199 0.225
H -3.0140 2.5012 -2.0944 0.223
H -3.7968 4.0507 -1.7749 0.236
H 1.9970 3.2664 -1.2614 0.190
H 2.1591 4.8886 -0.5729 0.236
H 3.6325 4.6640 -2.4898 0.232
H 2.3594 5.7996 -2.9181 0.227
H 1.1726 4.0452 -4.2004 0.195
H 2.3559 2.8393 -3.6806 0.183
H 2.9935 5.3117 -5.3790 0.222
H 2.8617 3.6598 -5.9849 0.229
H 4.1623 4.0916 -4.8740 0.214
H 1.3180 7.2007 -1.1251 0.242
H -0.2730 9.0816 -1.2863 0.252
H -2.6494 8.7019 -1.7784 0.253
H -3.5406 6.4326 -2.1320 0.246

[5]
7
Properties=species:S:1:pos:R:3:nbo_charge:R:1 method="wB97M-V/def2-TZVPD" homo_ha="-0.36587 / -0.36596" gap_ev="7.813 / 7.825" total_charge=0 de_lowest_ev=6.100 lumo_ev="-2.1 / -2.1" molar_mass_g_mol=82.486
C -0.7460 -0.0447 -0.0777 -0.241
O -0.1098 -1.1568 -0.0599 -0.313
O 1.8475 -0.6212 0.0297 -0.511
Cl 1.8498 0.8716 0.2116 0.514
H -1.7434 -0.1335 0.5829 0.203
H -1.0899 0.4145 -1.0524 0.154
H -0.0081 0.6700 0.3659 0.194